The following is a quantum chemistry calculation of 5 unconnected molecules or ions with the total composition C21H43N4O9S5, from the OMol25 dataset.

Calculated values
HOMO-LUMO gap (eV): 6.5451
E (eV): -101027.3951
Total charge: +1
Highest occupied orbital energy (eV): -10.576
Strongest force on any atom (eV Å⁻¹): 1.33
Energy relative to the best compared isomer or geometry (same formula, charge and spin) (kJ/mol): 0.0

CARTESIAN COORDINATES (ANGSTROEM)
N 1.52860 0.75350 1.68153
C 1.79908 1.53415 0.87929
O 1.78138 2.37495 -0.12350
N 1.88845 1.64293 -1.36559
C 0.58457 1.44435 -1.89760
N 0.56438 1.16556 -3.16902
N -0.56162 1.49226 -1.19548
C -1.27810 2.81900 -1.18373
C -2.80005 2.64115 -0.99533
C -3.23939 1.19820 -1.15297
S -4.94824 0.92473 -0.60160
H 2.26586 0.72219 -1.11565
H -0.30548 1.09478 -3.68106
H 1.42349 0.96081 -3.66125
H -0.43954 1.11126 -0.25965
H -0.90753 3.44686 -0.37355
H -1.05473 3.33410 -2.11735
H -3.28225 3.25462 -1.75849
H -3.13242 3.05738 -0.04575
H -3.20685 0.92711 -2.20728
H -2.63216 0.51503 -0.56508
H -4.81053 -0.21084 0.09930
C 4.77976 -0.73030 5.43962
C 3.83632 -0.56587 4.23970
C 3.84245 -1.88889 3.46956
S 4.20537 -3.17541 4.67188
O 5.47661 -3.76378 4.34198
O 3.03238 -3.98756 4.86700
C 4.42022 -2.07488 6.06852
H 4.67376 0.08479 6.15322
H 5.81652 -0.74559 5.09707
H 2.82656 -0.35148 4.59424
H 4.13776 0.25911 3.59558
H 2.88064 -2.09987 3.01152
H 4.62678 -1.91238 2.71430
H 5.19158 -2.47127 6.72414
H 3.46837 -2.02410 6.59622
C -4.89361 -4.31958 2.93434
C -4.75869 -4.69876 1.45350
C -4.63876 -3.39543 0.65293
S -3.89836 -2.19543 1.76693
O -4.86446 -1.15195 2.02972
O -2.55570 -1.88661 1.34017
C -3.81797 -3.26840 3.19395
H -4.77134 -5.18261 3.58632
H -5.88227 -3.89464 3.11953
H -3.85775 -5.29904 1.31377
H -5.60417 -5.29170 1.10892
H -3.99814 -3.50704 -0.21869
H -5.61263 -3.01215 0.35318
H -3.98786 -2.68523 4.09602
H -2.82322 -3.71311 3.21328
C 0.53412 7.31421 -3.99010
C 1.26047 6.56896 -5.11846
C 0.56089 5.21486 -5.29710
S -1.14674 5.46302 -4.78211
O -1.39916 4.66240 -3.59775
O -2.01430 5.37942 -5.92196
C -0.95535 7.16910 -4.28577
H 0.82874 8.36047 -3.94096
H 0.77026 6.85241 -3.02846
H 1.18733 7.14450 -6.04217
H 2.31864 6.43692 -4.89952
H 0.56767 4.87818 -6.33074
H 0.99588 4.45000 -4.65487
H -1.59333 7.37052 -3.42845
H -1.25516 7.78846 -5.13012
C 2.40937 -4.08800 -1.16166
C 2.62594 -3.59052 0.27541
C 1.56078 -2.52178 0.55460
S 0.14901 -2.93324 -0.48363
O -0.02623 -1.87396 -1.45993
O -0.93017 -3.36983 0.35424
C 0.91013 -4.33797 -1.29341
H 2.98276 -4.98965 -1.36769
H 2.72321 -3.31962 -1.87268
H 2.50394 -4.42108 0.97250
H 3.62934 -3.19140 0.41774
H 1.23716 -2.51900 1.59191
H 1.90420 -1.52734 0.27196
H 0.56397 -4.39438 -2.32296
H 0.60955 -5.23062 -0.74646

Cartesian forces (eV/Å) of the 2 atoms listed first:
0.61 -0.15 0.30
-1.23 0.24 -0.18

The following is a quantum chemistry calculation of a molecular structure, C21H43O22Tl, from the OMol25 dataset.

Calculated values
HOMO-LUMO gap (spin up / spin down) (eV): 6.7337 / 3.2999
E (eV): -72175.0594
Total charge: +3
Highest occupied orbital energy (spin up / spin down) (eV): -17.474 / -17.473
Strongest force on any atom (eV Å⁻¹): 5.47
Multiplicity: 2
Expectation value of S²: 1.770

CARTESIAN COORDINATES (ANGSTROEM)
Tl -2.73476 -1.59338 0.39158
O -0.50611 0.12936 -0.10514
H 0.20808 0.20130 -0.76793
C -5.96091 0.76595 -3.07501
O -4.80360 0.85275 -3.75467
C -3.62882 0.80325 -3.12107
O -3.50580 0.53524 -1.86968
O -2.60483 1.21163 -3.96830
C -1.25481 1.26617 -3.38749
H -5.94584 -0.16490 -2.50809
H -6.91871 0.68083 -3.58830
H -6.07523 1.57499 -2.35357
H -0.66541 0.88294 -4.22046
H -1.14232 0.55104 -2.57260
H -0.98169 2.27362 -3.07356
C 1.85342 2.17650 -0.22385
O 3.24071 2.52237 -0.05936
C 4.15343 1.52201 -0.03653
O 3.89383 0.31479 -0.11454
O 5.35575 2.07001 0.21621
C 6.41907 1.19234 0.26368
H 1.83509 1.68329 -1.19570
H 1.18271 3.00651 -0.00173
H 1.52530 1.36119 0.42090
H 6.41403 0.75753 1.26318
H 7.35766 1.74652 0.25698
H 6.47959 0.50402 -0.57933
C -1.90559 2.95223 0.51895
O -2.25577 3.04100 1.87788
C -2.85348 2.00149 2.42979
O -3.14663 0.93915 1.80769
O -3.33155 2.38420 3.60903
C -4.18402 1.59391 4.36967
H -1.58638 3.93675 0.17703
H -2.67626 2.45686 -0.07163
H -0.96957 2.42719 0.32843
H -3.59426 0.77406 4.77971
H -5.02910 1.16454 3.83153
H -4.50841 2.09908 5.27944
C 0.30580 1.26918 3.40790
O -0.12381 0.49262 4.50419
C -1.06996 -0.44063 4.31486
O -1.41154 -0.86819 3.20869
O -1.50126 -0.85584 5.51681
C -2.35703 -1.99620 5.60995
H 0.25577 2.31628 3.70653
H -0.20751 1.13217 2.45614
H 1.31745 0.87583 3.30815
H -2.60049 -2.05916 6.67054
H -1.76621 -2.87338 5.34616
H -3.29767 -1.85332 5.07809
C -0.31697 -5.65135 3.09426
O 0.82471 -4.82177 2.77295
C 0.58747 -3.57676 2.22573
O -0.46216 -3.12034 1.79861
O 1.72388 -2.99841 2.35092
C 1.86440 -1.56044 2.49799
H -1.09628 -5.11778 3.63839
H 0.10840 -6.38168 3.78257
H -0.67057 -6.27278 2.27152
H 1.34099 -1.04642 1.69182
H 2.94038 -1.40535 2.57741
H 1.33197 -1.34479 3.42434
C 2.67836 4.35000 -3.90245
O 3.53107 3.16603 -3.54826
C 3.07610 1.90440 -3.78380
O 2.02670 1.67627 -4.41419
O 3.76890 1.11217 -2.97478
C 3.43099 -0.27224 -2.88932
H 3.03320 5.26257 -3.42347
H 1.61062 4.20838 -3.73524
H 2.84161 4.53218 -4.96464
H 3.66234 -0.73494 -3.84874
H 2.39502 -0.50295 -2.64105
H 4.10961 -0.77318 -2.19894
C -1.41475 -2.57734 -4.85116
O -0.18861 -2.66408 -4.08845
C 0.01436 -2.58599 -2.72780
O -0.88820 -2.57099 -1.83688
O 1.27423 -2.49068 -2.46973
C 1.70255 -2.47342 -1.05732
H -2.15687 -3.26906 -4.45255
H -1.21346 -2.66808 -5.91856
H -1.94399 -1.63849 -4.68820
H 1.47089 -3.38396 -0.50474
H 1.52460 -1.65070 -0.36481
H 2.78639 -2.39539 -1.14282

Cartesian forces (eV/Å) of the 2 atoms listed first:
-0.15 0.39 -0.36
0.12 -0.18 0.09

The following is a quantum chemistry calculation of a molecular structure, C21H44Br14NO4S2, from the OMol25 dataset.

Calculated values
HOMO-LUMO gap (eV): 7.8080
E (eV): -1034438.5434
Total charge: -1
Highest occupied orbital energy (eV): -6.206
Strongest force on any atom (eV Å⁻¹): 1.26
Energy relative to the best compared isomer or geometry (same formula, charge and spin) (kJ/mol): 0.0

CARTESIAN COORDINATES (ANGSTROEM)
C -1.59430 3.65667 5.28464
C -0.26136 2.97599 5.57363
C 0.77275 3.22651 4.48282
C 1.97823 2.28454 4.56276
C 2.50901 1.84393 3.18672
C 2.48891 0.31535 2.98515
C 2.07866 -0.10044 1.58092
S 3.50104 -0.63888 0.65904
O 4.07339 -1.71474 1.42664
O 4.37888 0.48791 0.49770
N 3.03261 -1.29647 -0.72055
S 2.04991 -0.41068 -1.58197
O 2.33039 -0.65908 -2.96677
O 1.99537 0.97694 -1.22024
H -2.38169 3.25253 5.91276
H -1.88680 3.51270 4.24818
H -1.52537 4.72350 5.46823
H -0.41746 1.90831 5.69618
H 0.11103 3.39148 6.50847
H 0.28217 3.14106 3.51592
H 1.14746 4.24308 4.57284
H 2.78692 2.80228 5.07364
H 1.75418 1.41440 5.17411
H 1.87178 2.27079 2.41934
H 3.52031 2.19880 3.03286
H 3.45727 -0.10023 3.24195
H 1.77396 -0.09470 3.69355
H 1.41178 -0.97062 1.63891
H 1.54914 0.69444 1.07568
H 0.80461 -0.90397 -1.41434
Br -1.65451 0.58064 2.53614
C -2.48851 -0.94132 1.65088
C -2.27881 -2.21233 2.43015
Br -0.46493 -2.86743 2.22477
H -2.06451 -0.99313 0.65342
H -3.54646 -0.69936 1.58550
H -2.92459 -3.00745 2.06063
H -2.44795 -2.07337 3.49271
Br -4.43181 -0.60012 -2.32342
C -6.30754 -1.00003 -2.62807
C -7.21187 0.02158 -1.99505
Br -7.33697 -0.21487 -0.06783
H -6.48426 -2.00131 -2.24635
H -6.42758 -0.99708 -3.70977
H -8.22739 -0.09058 -2.36695
H -6.87070 1.03709 -2.16416
Br -2.13783 -6.24644 0.40074
C -2.69009 -5.01674 -0.99777
C -4.17732 -4.80721 -0.98868
Br -5.14465 -6.32317 -1.74170
H -2.32985 -5.42390 -1.93411
H -2.17112 -4.08259 -0.78904
H -4.43245 -3.96230 -1.61612
H -4.57398 -4.65529 0.01022
Br 3.49120 6.43215 5.81615
C 3.03729 7.54329 4.28625
C 1.64126 8.09585 4.39739
Br 0.31592 6.72743 4.02073
H 3.16765 6.92560 3.40411
H 3.76758 8.34891 4.28005
H 1.48268 8.87969 3.66033
H 1.42530 8.47932 5.38867
Br -0.40619 -2.68257 -3.98241
C 1.20900 -3.78430 -4.02598
C 0.89875 -5.24242 -3.88353
Br 0.53366 -5.74710 -2.04351
H 1.87578 -3.41304 -3.25423
H 1.64855 -3.58763 -5.00044
H 1.76212 -5.84004 -4.16538
H 0.04155 -5.53901 -4.47895
Br -3.68523 -1.52578 -5.80968
C -3.23819 -0.27644 -7.22850
C -1.96364 0.46161 -6.91625
Br -2.24526 1.83029 -5.56659
H -4.08664 0.38939 -7.34278
H -3.12351 -0.87777 -8.12742
H -1.60244 0.98575 -7.79789
H -1.18697 -0.19543 -6.53758
Br 8.49654 -1.54219 -2.48531
C 6.79906 -1.00596 -3.28618
C 5.63485 -1.79250 -2.75797
Br 5.59536 -3.58820 -3.53412
H 6.92260 -1.11260 -4.35838
H 6.67916 0.04361 -3.02964
H 4.69122 -1.33270 -3.04528
H 5.65387 -1.91188 -1.68059

Cartesian forces (eV/Å) of the 2 atoms listed first:
0.12 -0.11 0.02
-0.13 0.52 -0.14

The following is a quantum chemistry calculation of 10 unconnected molecules or ions with the total composition C21H44ClN9O23S, from the OMol25 dataset.

Calculated values
HOMO-LUMO gap (eV): 9.5091
E (eV): -106325.7705
Highest occupied orbital energy (eV): -10.276
Strongest force on any atom (eV Å⁻¹): 4.71
Structure (SMILES): CCCCC1=C(CCCCS(=O)(=O)Cl)C(=O)OC1=O.C[N+](=O)[O-].C[N+](=O)[O-].C[N+](=O)[O-].C[N+](=O)[O-].C[N+](=O)[O-].C[N+](=O)[O-].C[N+](=O)[O-].C[N+](=O)[O-].C[N+](=O)[O-]

CARTESIAN COORDINATES (ANGSTROEM)
C 6.30084 -3.17634 -0.27538
C 5.87667 -1.90464 -1.07790
C 4.68670 -1.11936 -0.41531
C 4.17797 -0.10111 -1.48795
C 3.02416 0.74693 -0.97323
C 1.76093 0.66854 -1.47947
C 1.34118 -0.26026 -2.61718
C -0.19505 -0.48363 -2.74254
C -0.89541 -0.90621 -1.40180
C -0.78199 -2.43529 -1.05079
S -1.81121 -2.67035 0.46087
O -3.23208 -2.91687 0.10568
O -1.75794 -1.51144 1.35060
Cl -1.01115 -4.26767 1.57105
C 0.96230 1.69959 -0.70796
O -0.11194 2.17503 -0.88353
O 1.68934 2.09237 0.42188
C 3.02458 1.79159 0.13989
O 3.92616 2.28329 0.72588
H 6.06487 -4.05843 -0.89932
H 5.82064 -3.26043 0.71094
H 7.40170 -3.14139 -0.16099
H 6.72294 -1.20384 -1.23129
H 5.52726 -2.16007 -2.10230
H 5.11567 -0.58336 0.45228
H 3.85172 -1.78353 -0.09866
H 3.95445 -0.64303 -2.41955
H 5.03424 0.56830 -1.72192
H 1.83740 -1.24508 -2.58659
H 1.68632 0.21811 -3.55745
H -0.67104 0.39022 -3.22539
H -0.33436 -1.30972 -3.46706
H -0.57602 -0.33028 -0.51915
H -1.97666 -0.69529 -1.53412
H 0.23839 -2.77382 -0.79990
H -1.25123 -3.05384 -1.83297
C 1.32465 -2.10150 2.94175
N 2.45561 -1.72718 2.05632
O 2.24153 -1.64514 0.85581
O 3.52296 -1.52195 2.58725
H 0.43912 -2.24914 2.33502
H 1.60025 -3.02033 3.45484
H 1.17800 -1.28559 3.64409
C -4.19870 -3.62931 -4.89304
N -2.83615 -3.57854 -4.30067
O -2.13505 -4.56203 -4.40896
O -2.51676 -2.54764 -3.74433
H -4.34139 -4.60216 -5.35084
H -4.91064 -3.47068 -4.08734
H -4.26280 -2.83705 -5.63454
C -0.69713 5.31596 -0.74906
N -1.45131 6.50098 -1.23601
O -1.91333 6.45931 -2.35818
O -1.55212 7.43374 -0.46836
H -0.68477 4.56239 -1.52760
H 0.31140 5.64664 -0.51442
H -1.20518 4.94586 0.13753
C 1.44052 2.48404 3.71534
N 0.84099 1.29178 4.37169
O 0.28075 0.47532 3.66402
O 0.95014 1.21070 5.57591
H 1.26390 2.41828 2.64791
H 0.95938 3.36433 4.13465
H 2.50533 2.47655 3.93413
C -0.18139 -2.96780 -6.71604
N 0.55662 -1.72601 -6.36450
O 1.23565 -1.74195 -5.35785
O 0.42747 -0.78157 -7.10985
H 0.02673 -3.72173 -5.96405
H -1.23969 -2.72225 -6.73660
H 0.16595 -3.28838 -7.69446
C 0.79757 -0.42762 8.43135
N 1.32843 -1.47799 9.34014
O 0.71255 -2.52043 9.41505
O 2.34582 -1.21620 9.94508
H -0.10699 -0.79785 7.96175
H 0.58868 0.45162 9.03453
H 1.56123 -0.22037 7.68774
C -0.33647 8.18108 2.87224
N 0.24793 7.07432 3.67598
O -0.34869 6.01696 3.69490
O 1.28492 7.30683 4.25739
H -1.25380 7.83062 2.41188
H -0.53360 9.00896 3.54790
H 0.39393 8.45636 2.11658
C -4.82301 -5.54425 1.03466
N -5.18216 -6.97334 1.23400
O -5.76476 -7.53813 0.33119
O -4.86554 -7.47649 2.29019
H -5.16927 -5.23629 0.05481
H -5.31748 -4.97287 1.81526
H -3.74658 -5.44806 1.10022
C -5.11330 5.20595 -2.61249
N -5.45449 3.76865 -2.44656
O -5.98241 3.20393 -3.38173
O -5.17822 3.26006 -1.38172
H -5.41460 5.52281 -3.60496
H -5.65185 5.76062 -1.84882
H -4.03871 5.30456 -2.48551

Cartesian forces (eV/Å) of the 2 atoms listed first:
0.49 0.40 -1.03
-0.95 0.27 0.23

The following is a quantum chemistry calculation of 7 unconnected molecules or ions with the total composition C21H44F8N7O19S8, from the OMol25 dataset.

Calculated values
HOMO-LUMO gap (eV): 4.7222
E (eV): -180235.5197
Total charge: -1
Highest occupied orbital energy (eV): -7.403
Strongest force on any atom (eV Å⁻¹): 6.90

CARTESIAN COORDINATES (ANGSTROEM)
C -0.66008 -2.06895 -1.95245
C 0.38801 -1.16920 -1.38139
O 0.45016 0.00020 -1.59240
N 1.36089 -1.84502 -0.39044
H 0.78503 -2.57854 0.08098
H 1.99692 -2.48861 -0.89546
C 1.94791 -0.85550 0.61752
H -1.35228 -2.28771 -1.13928
H -0.36152 -2.95008 -2.51578
H -1.16622 -1.35346 -2.60185
H 1.21410 -0.42085 1.28873
H 2.50383 -0.07034 0.12223
H 2.62208 -1.55319 1.11152
C 3.48921 1.96720 -3.42485
C 3.57366 3.03969 -2.31856
C 3.74893 2.15708 -1.06332
C 4.41462 2.81495 0.18296
C 5.76227 3.42837 -0.34678
C 5.61294 4.53475 -1.45411
N 4.82781 3.88251 -2.57737
O 4.97489 4.19667 -3.74390
C 7.05283 4.80483 -1.97282
C 4.80586 5.71477 -0.88732
C 2.32051 3.86985 -2.24081
H 4.38382 1.35927 -3.52441
H 3.14855 2.33776 -4.39391
H 2.60601 1.39484 -3.13844
H 4.45304 1.37904 -1.36971
H 2.85998 1.60950 -0.76034
H 4.42417 2.09336 0.99532
H 3.78825 3.67929 0.41286
H 6.42697 2.63899 -0.70545
H 6.31732 3.78125 0.52463
H 7.56702 5.49449 -1.30752
H 6.99218 5.35667 -2.91443
H 7.55063 3.87596 -2.23957
H 4.69856 6.45367 -1.68597
H 5.53176 6.21231 -0.24244
H 3.85441 5.54633 -0.39661
H 1.45392 3.23659 -2.43840
H 2.21757 4.48695 -3.14051
H 2.15152 4.52764 -1.39224
C -7.49255 -1.88257 4.00377
C -6.98165 -1.56397 2.60379
C -7.16573 -0.02822 2.39852
C -6.44967 0.51706 1.16783
C -4.94047 0.17096 1.19640
C -4.64359 -1.36327 1.43540
N -5.57957 -1.93177 2.48243
O -5.37375 -3.13077 2.78046
C -3.20111 -1.45973 1.95591
C -4.74712 -2.07209 0.04543
C -7.86368 -2.31222 1.57671
H -7.48507 -2.94220 4.25521
H -8.50594 -1.50102 4.13285
H -6.99660 -1.37470 4.83378
H -6.75002 0.38218 3.32192
H -8.23017 0.19858 2.37021
H -6.48741 1.60168 1.27061
H -6.91812 0.19474 0.23869
H -4.58053 0.69244 2.08641
H -4.42968 0.50885 0.29890
H -2.84681 -2.49036 1.91586
H -2.98701 -1.09409 2.95856
H -2.55072 -0.98615 1.21960
H -5.70846 -2.09412 -0.46818
H -4.39738 -3.09672 0.18178
H -4.15477 -1.53887 -0.69942
H -7.91086 -3.39076 1.72182
H -7.74029 -1.98396 0.54661
H -8.89593 -2.01470 1.77613
N -4.19261 2.01526 -3.50771
S -3.04012 1.86628 -2.47233
O -2.68469 0.50238 -2.11926
O -2.84764 2.98780 -1.60496
F -1.81950 2.13266 -3.51587
S -5.36524 1.67851 -2.38860
O -5.60906 2.68366 -1.39759
O -5.45131 0.29316 -1.98781
F -6.58580 1.79186 -3.38427
N 2.98787 -3.30083 -2.03034
S 2.90798 -4.77580 -2.50308
O 4.14754 -5.40219 -2.91550
O 1.72457 -5.19983 -3.18595
F 2.70139 -5.43459 -1.05819
S 3.58997 -2.56403 -3.39004
O 2.79597 -2.72608 -4.56184
O 5.00204 -2.49957 -3.59202
F 3.26663 -1.05539 -2.89178
N -0.02070 -3.51182 1.22596
S -0.86275 -4.77265 0.93091
O -2.23350 -4.86398 1.37186
O -0.19909 -6.03938 0.97232
F -1.01346 -4.55023 -0.65858
S 0.58442 -3.91332 2.71733
O 1.97493 -4.20363 2.94955
O -0.30112 -4.44675 3.71141
F 0.64730 -2.35937 3.09966
N 4.32607 -0.07964 4.70499
S 3.46097 0.95825 3.81881
O 3.46448 0.71443 2.39258
O 3.28847 2.32471 4.22513
F 2.08791 0.20793 4.10307
S 5.68901 0.36981 4.05551
O 6.14957 1.71842 4.30278
O 6.01342 -0.27048 2.81858
F 6.69272 -0.52313 4.96939

Cartesian forces (eV/Å) of the 2 atoms listed first:
-0.37 1.38 -0.37
0.65 -0.78 0.01